No. 1
A cluster of 4 separate species, H8O3S2 in total at a distorted geometry, computed with ωB97M-V/def2-TZVPD.

Each line ends with the natural charge from an NBO analysis.
CARTESIAN COORDINATES (ANGSTROEM)
O1 1.371 1.676 -1.316  -0.922
O2 -0.904 1.600 1.132  -0.983
O3 1.425 -1.737 0.730  -0.937
H1 -0.956 0.806 1.675  0.493
S1 -2.029 -2.044 -0.215  -0.174
H2 0.984 -1.964 1.550  0.468
H3 0.736 2.082 -1.922  0.466
H4 -0.076 2.037 0.960  0.490
H5 -2.012 0.678 -0.718  0.145
H6 1.649 2.442 -0.778  0.459
S2 -1.256 -0.294 -1.119  -0.130
H7 -0.894 -2.781 -0.463  0.155
H8 1.963 -2.500 0.485  0.469

Its LUMO energy is 0.01090 Eh. The total charge is 0. Its total energy is -1026.83883 a.u. For the highest occupied orbital energy, the calculation gives -7.98 eV. The frontier orbital gap comes out at 8.28 eV. Its SMILES is SS.O.O.O. Its energy above the lowest of the compared OMol25 structures with the same formula, charge and spin is 29.6 kcal/mol. The value obtained for the molar mass is 120.19 g mol⁻¹.

=====

No. 2
A structure of composition ArH26O13 at a distorted geometry, computed with ωB97M-V/def2-TZVPD.

Each line ends with the natural charge from an NBO analysis.
CARTESIAN COORDINATES (ANGSTROEM)
O1 -5.046 -9.151 -20.235  -0.966
O2 0.855 -12.753 -22.258  -0.964
H1 1.337 -10.667 -17.137  0.478
O3 -4.279 -13.209 -19.505  -0.950
H2 -2.393 -9.020 -22.632  0.492
O4 -4.351 -9.024 -17.369  -0.957
H3 0.677 -12.818 -19.015  0.480
H4 0.616 -13.680 -22.251  0.473
H5 -1.404 -8.945 -15.561  0.489
O5 -1.773 -14.675 -20.442  -0.978
H6 -0.059 -10.454 -17.682  0.483
O6 -1.537 -9.165 -23.036  -0.960
O7 0.784 -10.852 -17.897  -0.953
H7 -5.987 -9.306 -20.322  0.471
H8 -1.513 -8.555 -23.773  0.489
H9 -1.211 -8.397 -16.958  0.484
H10 0.829 -13.012 -20.508  0.491
H11 -4.443 -12.723 -18.697  0.477
O8 0.775 -13.495 -19.684  -0.991
H12 0.372 -8.615 -22.578  0.476
Ar1 -1.708 -10.496 -20.059  0.000
O9 -4.369 -11.560 -21.853  -0.987
H13 1.407 -8.119 -21.591  0.479
H14 -4.804 -14.004 -19.418  0.489
H15 1.627 -7.673 -19.424  0.462
H16 0.044 -12.297 -22.483  0.500
H17 -3.491 -9.252 -17.016  0.496
H18 1.143 -8.997 -18.873  0.480
H19 -1.319 -10.981 -23.344  0.488
H20 -4.646 -10.753 -21.418  0.483
O10 1.620 -8.612 -19.608  -0.944
H21 -2.378 -11.836 -22.682  0.495
H22 -4.453 -12.236 -21.181  0.490
H23 -2.424 -14.128 -20.004  0.467
O11 1.193 -8.127 -22.524  -0.968
H24 -0.938 -14.241 -20.270  0.489
H25 -4.844 -9.844 -17.347  0.465
H26 -4.901 -9.079 -19.291  0.494
O12 -1.453 -9.192 -16.484  -0.962
O13 -1.588 -11.891 -23.221  -0.980

Its LUMO energy is -0.02424 Eh. The total charge is 0. Its total energy is -1521.23731 a.u. For the highest occupied orbital energy, the calculation gives -10.26 eV. The frontier orbital gap comes out at 9.60 eV. Its energy above the lowest of the compared OMol25 structures with the same formula, charge and spin is 12.6 kcal/mol. The value obtained for the molar mass is 274.14 g mol⁻¹.

=====

No. 3
A structure of composition C48H39F3N3O4P2S3SiY at a distorted geometry, computed with ωB97M-V/def2-TZVPD.

Each line ends with the Löwdin charge.
CARTESIAN COORDINATES (ANGSTROEM)
H1 6.397 2.783 1.147  0.096
C1 1.002 -0.198 3.638  -0.350
C2 0.273 2.372 3.150  -0.390
C3 0.218 3.960 4.967  -0.103
H2 3.712 -0.399 2.112  0.106
C4 -0.223 -0.756 -2.487  -0.572
C5 1.291 -2.807 -2.159  -0.419
C6 -5.067 1.354 -5.552  -0.194
H3 -1.090 -0.503 3.224  0.086
C7 -4.819 -0.451 1.874  -0.103
H4 4.691 -0.999 -0.372  0.062
C8 0.595 -1.888 5.816  -0.101
H5 -1.511 5.237 5.016  0.092
C9 -1.010 4.424 4.502  -0.101
C10 -2.644 0.481 1.251  -0.322
C11 5.169 1.101 1.666  -0.087
H6 4.009 -0.637 -3.240  0.128
C12 -0.143 -5.005 2.071  -0.100
H7 0.677 4.400 5.844  0.091
H8 -2.643 4.780 -6.422  0.075
N1 2.902 -1.048 -1.574  -0.066
C13 -3.993 3.436 -5.451  -0.382
F1 1.792 -4.495 -4.595  0.098
H9 2.283 3.643 1.940  0.106
H10 -1.275 -3.655 -1.361  0.054
C14 5.407 2.447 1.430  -0.091
C15 3.091 2.923 1.870  -0.105
C16 1.850 -1.353 5.575  -0.093
H11 -3.856 3.423 1.410  0.006
F2 0.553 -5.404 -3.068  0.085
C17 1.801 -4.913 -3.304  -0.569
C18 -3.907 0.594 1.840  -0.124
C19 4.362 3.355 1.520  -0.083
F3 2.621 -5.991 -3.275  0.091
Si1 -1.697 2.155 0.998  0.522
O1 0.447 1.583 -3.079  -0.337
H12 -5.204 -2.461 1.218  0.094
H13 -1.271 -0.460 -2.514  0.008
S1 1.688 2.598 -2.765  0.398
H14 2.392 0.079 -4.701  0.099
H15 0.043 0.048 -4.425  0.131
H16 0.152 -2.955 2.606  0.071
C20 2.991 -0.629 -2.866  -0.113
C21 -0.979 2.801 2.678  -0.292
C22 -0.262 -0.741 3.882  -0.114
O2 2.385 2.947 -3.952  -0.242
C23 2.028 -0.226 -3.728  -0.094
C24 0.594 0.101 -3.490  -0.288
H17 -5.293 2.861 -7.093  0.081
C25 -0.907 -5.392 -0.168  -0.083
S2 -0.113 -2.434 -3.189  1.003
Y1 0.403 1.599 -0.653  1.295
H18 -4.350 5.136 -6.737  0.060
C26 2.054 -0.506 4.491  -0.090
H19 1.812 -2.128 -0.199  0.124
H20 2.680 -1.593 6.230  0.095
C27 -0.167 -3.637 1.828  -0.099
H21 -3.528 3.129 -0.312  -0.032
C28 0.849 2.930 4.294  -0.108
C29 -3.239 -1.800 0.681  -0.094
H22 4.530 4.403 1.302  0.101
C30 0.379 -0.760 -1.096  -0.530
H23 -2.657 4.406 0.548  0.025
C31 4.052 -1.639 -0.969  -0.174
C32 1.597 -1.697 -1.179  -0.307
P1 1.114 0.986 2.254  1.026
N2 -3.437 3.097 -4.300  0.076
C33 -4.839 2.583 -6.150  -0.074
H24 3.035 -0.082 4.320  0.090
H25 -2.550 4.224 3.042  0.082
C34 -3.074 3.398 0.643  -0.273
C35 3.457 -3.980 -1.697  -0.089
N3 -4.522 0.972 -4.413  0.024
H26 -5.781 -0.323 2.358  0.090
H27 -3.003 -2.749 0.220  0.087
H28 -4.195 1.542 2.282  0.082
O3 2.459 1.919 -1.693  -0.388
C36 -3.641 4.802 -5.978  -0.056
C37 -0.463 -1.575 4.970  -0.083
H29 1.806 2.562 4.651  0.105
O4 0.894 3.629 -2.082  -0.358
C38 -4.493 -1.643 1.253  -0.094
P2 -0.487 -1.270 0.468  1.049
C39 -3.685 1.855 -3.795  -0.839
H30 -0.472 -6.958 1.237  0.089
C40 3.896 0.664 2.002  -0.110
C41 2.846 1.575 2.140  -0.374
H31 -1.448 -1.990 5.147  0.106
H32 5.969 0.379 1.559  0.102
H33 5.116 -3.362 -0.529  0.081
C42 -1.593 3.848 3.386  -0.103
S3 -2.935 1.381 -2.324  0.587
C43 -2.283 -0.782 0.695  -0.351
C44 -0.582 -3.119 0.599  -0.352
H34 3.906 -4.960 -1.757  0.064
C45 -0.509 -5.888 1.066  -0.105
H35 -1.169 -6.070 -0.971  0.098
C46 2.190 -3.815 -2.337  -0.190
C47 -0.950 -4.022 -0.397  -0.115
H36 0.178 -5.376 3.038  0.090
H37 0.438 -2.546 6.663  0.093
H38 -5.734 0.634 -6.023  0.090
H39 -3.615 5.517 -5.156  0.070
C48 4.229 -2.987 -1.040  -0.157

Its LUMO energy is 0.14218 Eh. The total charge is -2. Its total energy is -4822.50514 a.u. For the highest occupied orbital energy, the calculation gives -0.57 eV. The frontier orbital gap comes out at 4.44 eV. Its energy above the lowest of the compared OMol25 structures with the same formula, charge and spin is 69.1 kcal/mol. The value obtained for the molar mass is 1053.99 g mol⁻¹.

=====

No. 4
The molecule C2H3N3OS at a distorted geometry, computed with ωB97M-V/def2-TZVPD.

Each line ends with the natural charge from an NBO analysis.
CARTESIAN COORDINATES (ANGSTROEM)
C1 -0.293 -0.432 -0.380  0.233
N1 0.201 -1.313 0.615  -0.358
H1 -1.077 -0.165 -2.179  0.390
C2 0.604 0.567 1.704  -0.188
N2 -0.586 -0.731 -1.647  -0.738
N3 0.597 -0.699 1.703  -0.203
H2 -0.874 -1.714 -1.859  0.410
O1 0.656 2.052 -0.777  -0.923
S1 -0.240 1.370 0.155  1.147
H3 1.011 1.065 2.666  0.231

Its LUMO energy is -0.02393 Eh. The total charge is 0. Its total energy is -715.57344 a.u. For the highest occupied orbital energy, the calculation gives -9.12 eV. The frontier orbital gap comes out at 8.47 eV. Its energy above the lowest of the compared OMol25 structures with the same formula, charge and spin is 77.1 kcal/mol. The value obtained for the molar mass is 117.13 g mol⁻¹.

=====

No. 5
A structure of composition CsH8O4 at a distorted geometry, computed with ωB97M-V/def2-TZVPD.

Each line ends with the Löwdin spin population.
CARTESIAN COORDINATES (ANGSTROEM)
H1 12.178 -16.954 29.285  0.000
H2 13.813 -13.822 24.753  0.000
O1 13.064 -14.272 24.361  0.081
O2 12.523 -19.202 24.034  0.001
H3 11.778 -19.804 24.044  0.000
O3 14.030 -19.406 26.180  0.861
H4 14.839 -19.866 25.956  0.014
H5 13.487 -19.481 25.395  0.015
H6 11.986 -15.468 29.068  0.000
O4 12.051 -16.299 28.598  0.001
H7 12.409 -13.585 24.238  0.000
H8 12.659 -19.004 23.107  0.000
Cs1 12.562 -16.768 25.736  0.026

Its LUMO energy (alpha / beta) is -0.27660 / -0.58215 Eh. The total charge is +2. Its total energy is -325.16263 a.u. For the highest occupied orbital energy (alpha / beta), the calculation gives -18.73 / -18.73 eV. The frontier orbital gap (alpha / beta) comes out at 11.21 / 2.89 eV. Its energy above the lowest of the compared OMol25 structures with the same formula, charge and spin is 0.0 kcal/mol. Its expectation value of S² is 0.754. The value obtained for the molar mass is 204.97 g mol⁻¹. The spin multiplicity is 2.

=====

No. 6
A structure of composition C27H77F3HfN4O22S2 at a distorted geometry, computed with ωB97M-V/def2-TZVPD.

Each line ends with the Löwdin charge.
CARTESIAN COORDINATES (ANGSTROEM)
H1 -0.532 4.128 2.250  0.092
C1 2.197 0.357 -3.765  -0.211
H2 -0.921 0.807 3.882  -0.011
H3 0.160 -1.081 7.061  0.117
H4 2.564 -0.863 4.491  0.114
O1 0.012 0.750 4.094  -0.049
H5 -0.522 -2.698 -5.765  0.125
H6 0.750 -5.175 2.984  0.020
C2 -0.384 6.468 -2.689  -0.214
N1 -2.625 -0.486 -4.427  -0.047
C3 2.786 -1.814 4.005  -0.161
H7 4.499 -0.012 -6.182  0.086
H8 5.871 -0.119 4.440  0.083
O2 -1.887 3.625 0.755  -0.174
H9 1.360 8.060 -4.077  0.083
O3 5.707 3.394 -2.378  -0.236
H10 -3.858 1.908 4.308  0.063
F1 -0.663 -1.893 -1.589  0.113
H11 -1.212 7.135 -2.443  0.121
Hf1 -3.767 -3.501 2.266  2.185
H12 -2.403 -4.507 4.776  0.092
H13 -2.595 -2.775 -2.597  0.019
C4 -1.322 2.931 -1.410  -0.197
H14 2.180 -2.095 3.142  0.103
C5 1.007 8.362 -3.091  -0.082
C6 -2.387 -1.572 -5.392  -0.199
H15 1.196 -0.139 6.133  0.101
H16 -1.789 3.027 2.787  0.065
H17 -2.190 4.681 2.501  0.088
H18 1.077 -4.013 3.917  0.010
N2 3.574 1.755 -2.307  -0.044
O4 -5.538 -0.170 -3.609  -0.181
O5 -1.760 -2.762 1.382  -0.423
H19 -2.824 -0.886 -3.521  0.074
F2 -1.412 -0.332 -0.419  0.164
H20 1.720 -6.335 0.755  0.055
H21 -2.374 0.465 2.764  0.074
H22 4.111 -1.130 -4.989  0.076
C7 -1.129 -2.296 -4.952  -0.183
H23 2.933 2.715 -0.610  0.111
H24 0.117 -2.129 4.907  0.100
H25 -3.657 1.353 -4.445  0.112
H26 5.468 3.007 -0.264  0.111
F3 0.714 -0.474 -0.639  0.152
H27 -4.636 -1.152 0.385  0.086
H28 -7.121 -1.452 -4.119  0.085
H29 -0.922 -5.093 -3.175  0.098
H30 -5.723 -2.123 -3.249  0.070
H31 -7.013 -1.197 -2.458  0.085
H32 0.292 -0.088 3.719  -0.017
S1 -3.682 -5.642 0.001  0.247
C8 4.120 -0.051 -5.162  -0.114
O6 -2.784 -5.199 1.068  -0.440
H33 6.372 -1.066 5.863  0.089
O7 1.912 -5.922 1.599  -0.042
H34 2.765 -2.896 5.716  0.113
C9 -0.935 2.879 0.046  -0.246
H35 3.141 3.844 -2.055  0.104
H36 0.169 -3.732 -3.225  0.085
H37 0.531 -3.308 5.985  0.119
H38 4.635 -1.479 2.868  0.120
O8 -3.426 -2.573 -2.157  -0.046
O9 5.212 -2.138 4.709  -0.187
H39 -0.097 -4.600 -4.684  0.091
H40 -2.223 2.323 -1.499  0.116
C10 4.244 -2.129 3.652  -0.180
O10 -0.051 -1.299 2.157  -0.294
O11 -2.173 -4.016 3.984  -0.090
H41 -3.018 0.589 5.118  0.065
C11 7.073 3.709 -2.397  -0.114
N3 -1.485 4.232 -2.105  -0.041
C12 1.118 -1.151 6.537  -0.244
H42 -3.921 0.599 2.208  0.101
C13 2.069 -0.322 8.437  -0.104
O12 2.851 0.587 -5.046  -0.180
H43 -0.449 5.509 -0.839  0.119
H44 2.282 0.607 7.905  0.088
H45 1.929 2.470 -3.493  0.120
H46 2.402 -0.604 -3.295  0.127
O13 0.768 7.184 -2.248  -0.214
H47 -3.276 0.621 -6.024  0.114
H48 -2.169 -1.084 -6.344  0.113
H49 2.738 -0.411 9.292  0.089
H50 -3.782 -2.060 -0.497  0.023
S2 -0.388 -2.267 1.148  0.592
H51 4.839 4.526 -0.795  0.108
C14 -3.376 0.116 3.023  -0.396
H52 -2.094 4.712 -1.451  0.090
C15 3.514 2.986 -1.492  -0.199
H53 1.674 9.121 -2.683  0.080
O14 0.627 -3.292 0.909  -0.280
H54 0.052 8.884 -3.171  0.076
H55 1.632 -5.009 1.486  -0.011
C16 -1.582 3.863 2.116  -0.089
O15 0.418 -4.699 3.750  -0.042
C17 0.936 -2.376 5.587  -0.177
H56 4.401 1.808 -2.883  0.075
H57 1.135 0.338 -4.023  0.106
O16 -4.091 -7.029 0.259  -0.312
O17 -4.661 -4.649 0.399  -0.442
O18 -3.208 -5.440 -1.348  -0.279
H58 -5.343 -0.919 -5.608  0.115
H59 0.054 3.334 0.152  0.114
H60 4.395 -3.148 3.294  0.128
C18 -0.420 -1.158 -0.471  -0.608
H61 7.571 3.241 -3.245  0.087
H62 -4.014 -3.285 -2.417  0.057
H63 -1.211 -4.105 3.907  0.021
C19 5.544 -0.843 5.190  -0.117
N4 2.166 -2.780 4.906  -0.089
H64 1.430 1.471 -2.144  0.085
H65 4.783 -0.289 5.743  0.075
O19 -3.489 -1.260 3.026  -0.380
C20 -3.638 0.424 -5.016  -0.180
H66 4.756 0.306 -4.350  0.073
C21 -6.379 -1.255 -3.343  -0.125
C22 -3.787 0.822 4.382  -0.064
C23 -0.614 -4.247 -3.788  -0.138
H67 7.120 4.799 -2.412  0.087
C24 -5.094 -0.071 -4.970  -0.206
C25 4.964 3.487 -1.104  -0.148
C26 2.196 1.586 -2.911  -0.198
C27 -0.392 5.173 -1.876  -0.215
H68 -3.270 -2.170 -5.623  0.120
H69 7.547 3.292 -1.507  0.082
O20 2.079 -1.397 7.509  -0.176
H70 -0.783 1.849 0.370  0.109
O21 -4.199 -2.006 0.373  -0.102
H71 -5.635 0.770 -5.409  0.114
H72 -0.537 2.420 -1.970  0.097
H73 0.499 4.569 -2.054  0.112
H74 -4.815 0.605 4.673  0.064
H75 1.084 -0.182 8.888  0.084
O22 -1.568 -3.344 -4.106  -0.219
H76 -0.296 6.282 -3.760  0.122
H77 -0.519 -1.595 -4.380  0.111

Its LUMO energy is -0.12747 Eh. The total charge is 0. Its total energy is -4092.94777 a.u. For the highest occupied orbital energy, the calculation gives -8.47 eV. The frontier orbital gap comes out at 5.00 eV. Its energy above the lowest of the compared OMol25 structures with the same formula, charge and spin is 88.3 kcal/mol. The value obtained for the molar mass is 1109.54 g mol⁻¹.